Computed, not measured: an isolated molecule of C3H7NS, with the ωB97M-V functional and the def2-TZVPD basis.

Geometry (Å):
S (1.1870, 1.1905, -0.0560)
C (1.8108, -0.4778, -0.1844)
C (0.4143, -0.3496, 0.4598)
H (2.5981, -0.7771, 0.5503)
H (1.8216, -0.5446, -1.3996)
C (-0.8018, -0.3913, -0.3217)
H (-2.4369, 0.3411, 0.7425)
H (-1.4021, -1.2180, -0.1645)
N (-1.8097, 0.6974, -0.1140)
H (-1.4882, 1.8167, 0.1241)
H (0.4912, -0.2262, 1.6448)
H (-0.3843, -0.0611, -1.2813)

Force components x, y, z for each atom (eV/Å):
S 1.2 2.0 0.7
C -1.1 0.0 -1.8
C 2.9 1.6 3.2
H -0.4 0.2 -1.4
H 0.4 -1.1 3.4
C -0.6 3.4 -0.9
H 1.7 1.6 -2.3
H -0.8 -2.3 -0.6
N -1.4 1.9 3.6
H -0.6 -4.6 -0.7
H -0.7 -1.2 -2.6
H -0.6 -1.5 -0.7

Output
Structure (SMILES) ... NC[C@H]1CS1
Maximum force ... 4.6 eV/Å
Highest occupied orbital energy ... -8.681 eV
Energy above the lowest of the compared OMol25 structures with the same formula, charge and spin ... 3.010 eV
Multiplicity ... 1
Frontier orbital gap ... 9.6 eV

=====

Computed, not measured: a structure of composition C3H7NS3, with the ωB97M-V functional and the def2-TZVPD basis.

Geometry (Å):
N (-0.4630, -0.0063, 0.9234)
H (2.8607, -0.8475, -0.8060)
C (-0.4175, 0.8058, -0.5123)
S (-1.9984, 1.0066, -0.7999)
H (0.1380, 1.4977, 0.1369)
H (2.5250, 0.8893, -0.7763)
H (-0.8935, 1.8668, 1.5334)
H (2.1387, -0.1274, 0.6452)
C (-0.2185, 1.0190, 1.6328)
C (2.1690, -0.0862, -0.4466)
S (0.5511, -0.4699, -1.1631)
H (-0.0167, -2.1111, 0.2148)
H (0.6138, 1.1109, 2.3342)
S (0.6147, -1.3283, 1.1012)

Force components x, y, z for each atom (eV/Å):
N 0.7 -3.5 3.8
H 0.0 -0.1 0.1
C 0.2 0.0 -0.2
S -2.6 1.1 -1.9
H 1.2 2.2 -3.1
H 0.0 0.0 -0.3
H 0.0 0.1 -0.3
H 0.6 0.5 -0.7
C 0.4 0.5 2.7
C 0.8 1.4 -1.1
S 2.0 2.2 -5.0
H -0.2 -0.5 1.0
H -0.4 -0.3 0.4
S -2.7 -3.5 4.8

Output
Maximum force ... 6.5 eV/Å
Highest occupied orbital energy ... -7.546 eV
Energy above the lowest of the compared OMol25 structures with the same formula, charge and spin ... 7.893 eV
Multiplicity ... 1
Frontier orbital gap ... 6.5 eV

=====

Computed, not measured: a cluster of 2 separate species, C3H7O in total, with the ωB97M-V functional and the def2-TZVPD basis.

Geometry (Å):
H (1.2678, -1.5061, -0.5146)
H (-1.8722, -0.9962, 0.7791)
O (-1.4102, -1.8369, 0.5591)
H (0.4637, -0.1470, -1.6659)
C (0.7038, 0.3991, 0.2460)
H (0.0061, 2.2375, 1.0209)
H (-0.6652, -1.4345, -0.1604)
C (0.1605, 1.6977, 0.0932)
H (0.8771, 0.0734, 1.2256)
H (-0.1054, 2.1677, -0.9141)
C (0.5741, -0.6546, -0.6690)

Force components x, y, z for each atom (eV/Å):
H -0.2 0.5 -0.6
H 0.5 -0.9 -0.2
O -0.4 0.9 -0.4
H 0.2 -1.3 0.2
C -2.7 2.2 -1.1
H 0.0 0.5 -0.3
H -0.6 -0.2 1.1
C 1.1 -1.2 -0.4
H 0.6 -0.1 1.7
H 0.3 -0.8 1.5
C 1.2 0.5 -1.7

Output
Maximum force ... 3.7 eV/Å
Highest occupied orbital energy ... -1.758 eV
Charge ... -1
Energy above the lowest of the compared OMol25 structures with the same formula, charge and spin ... 1.503 eV
Multiplicity ... 1
Frontier orbital gap ... 6.6 eV

=====

Computed, not measured: a cluster of 2 separate species, C3H7O in total, with the ωB97M-V functional and the def2-TZVPD basis.

Geometry (Å):
C (0.6131, 0.4548, -1.0722)
O (-0.0764, -0.0259, 1.4674)
H (-0.2856, -2.0939, 1.1898)
H (0.1977, 2.5572, -1.3623)
H (-1.8283, -1.2562, 1.5687)
H (-0.5354, -1.5698, 2.7673)
C (0.5861, 1.6372, -1.7718)
H (-0.1174, 0.2587, -0.2294)
C (-0.6785, -1.2186, 1.7261)
H (0.9003, 1.6446, -2.7969)
H (1.2244, -0.3881, -1.4867)

Force components x, y, z for each atom (eV/Å):
C -1.0 1.2 -1.9
O -0.7 -0.6 0.5
H 0.2 -0.4 -0.8
H -0.6 -0.1 0.0
H 0.9 0.1 0.1
H -0.2 0.0 0.5
C 0.2 -2.2 1.1
H 1.8 0.3 0.2
C -0.6 0.7 0.5
H 0.9 0.4 -0.3
H -0.8 0.6 0.2

Output
Maximum force ... 2.5 eV/Å
Highest occupied orbital energy ... -2.160 eV
Charge ... -1
Energy above the lowest of the compared OMol25 structures with the same formula, charge and spin ... 2.059 eV
Multiplicity ... 1
Frontier orbital gap ... 6.7 eV

=====

Number 1: energy -15546.63481 eV. Number 2: energy -37212.33480 eV. Number 3: energy -5270.18586 eV. Number 4: energy -5269.63053 eV.